No. 1
# C4H14N

A cluster of 2 separate species, C4H14N in total (ωB97M-V with the def2-TZVPD basis set, the OMol25 dataset).

Cartesian coordinates (Å):
C: -0.9336 0.0421 0.6217
C: 0.0101 -1.1430 0.5824
C: -0.7601 -2.4452 0.3847
N: -0.1470 1.3252 0.7953
H: -1.4902 0.1451 -0.3079
H: -1.6355 -0.0111 1.4512
H: 0.5761 -1.1890 1.5192
H: 0.7308 -1.0078 -0.2293
H: -1.4855 -2.5943 1.1838
H: -1.3087 -2.4360 -0.5591
H: -0.0729 -3.2866 0.3703
H: 0.4295 1.2678 1.6374
H: 0.4886 1.4579 -0.0003
H: -0.7510 2.1437 0.8820
C: 1.5529 1.7315 -2.0851
H: 0.4902 1.4971 -2.1668
H: 2.0071 1.2286 -1.2250
H: 1.6985 2.8057 -2.0171
H: 2.0482 1.3420 -2.9702

Values from the calculation:
Calculated total energy, Eh: -215.3058
Orbital gap, eV: 12.66
Charge: +1
Highest occupied orbital energy, Ha: -0.5954

No. 2
# C28H38N4O3P2RuS

A structure of composition C28H38N4O3P2RuS (ωB97M-V with the def2-TZVPD basis set, the OMol25 dataset).

Cartesian coordinates (Å):
Ru: 2.4567 0.5879 -1.5183
C: 2.5966 -1.6254 2.9870
C: 1.9789 -1.6785 1.8067
C: 0.6708 -1.0099 1.5050
C: 0.9004 0.3181 0.7903
C: 1.8293 1.3274 1.3748
C: 2.4547 1.3993 2.5673
C: 1.9138 0.7482 3.7834
C: 2.4462 -0.6628 4.1422
C: 4.2596 1.6450 -0.9096
H: 3.0690 -2.5491 3.4062
H: 2.4388 -2.3452 1.0681
H: 0.0435 -0.8111 2.4008
H: 0.1274 -1.6924 0.8254
H: 1.2126 0.1419 -0.3387
H: -0.1085 0.7647 0.8339
H: 2.0417 2.0891 0.6110
H: 3.4372 1.8740 2.5565
H: 0.8267 0.7434 3.6028
H: 2.1657 1.4406 4.5982
H: 3.4219 -0.5514 4.6569
H: 1.7493 -1.1230 4.8824
H: 4.9935 1.1168 -0.2672
H: 3.8015 2.5020 -0.4077
H: 4.8446 2.0096 -1.7508
P: -0.8473 1.8190 -1.1865
P: -0.8674 -1.9016 -1.2796
N: -1.8040 2.9567 -0.0329
N: -1.6801 2.6250 -2.6669
N: -2.0836 -2.3974 0.1132
N: -1.5481 -3.2730 -2.2555
C: -2.1991 0.5494 -0.9926
C: -1.9578 -0.6148 -1.9812
C: -1.1578 3.9942 0.6470
C: -2.1023 4.7910 1.2922
C: -3.3846 4.2629 0.9611
C: -3.1706 3.1546 0.1441
C: -0.8946 3.1882 -3.6777
C: -1.7442 3.7235 -4.6427
C: -3.0821 3.4948 -4.2123
C: -3.0205 2.8317 -2.9960
C: -1.7517 -2.9248 1.3708
C: -2.8769 -2.8738 2.1896
C: -3.9410 -2.3403 1.4059
C: -3.4439 -2.0725 0.1401
C: -2.7254 -4.0392 -2.1947
C: -2.8623 -4.7656 -3.3799
C: -1.7638 -4.3931 -4.2214
C: -0.9954 -3.4722 -3.5299
H: -3.1613 1.0080 -1.2991
H: -2.3196 0.1949 0.0590
H: -2.9290 -1.0741 -2.2544
H: -1.5127 -0.2351 -2.9252
H: -0.0816 4.0865 0.6110
H: -1.8791 5.6431 1.9182
H: -4.3579 4.6136 1.2601
H: -3.9195 2.5313 -0.3159
H: 0.1849 3.2077 -3.5863
H: -1.4349 4.2445 -5.5231
H: -3.9839 3.8129 -4.6919
H: -3.8320 2.5630 -2.3351
H: -0.7419 -3.2593 1.6098
H: -2.9403 -3.2309 3.2029
H: -4.9725 -2.2037 1.6754
H: -3.9531 -1.6464 -0.7221
H: -3.3719 -4.0192 -1.3342
H: -3.6451 -5.4699 -3.6186
H: -1.5652 -4.7571 -5.2182
H: -0.1133 -2.9074 -3.8017
C: 6.2882 -2.0065 2.1550
S: 5.4024 -0.5389 1.6032
O: 4.9357 0.0843 2.8490
O: 6.4920 0.2391 0.9818
O: 4.3502 -1.0095 0.6754
H: 7.0135 -1.6652 2.9051
H: 6.8039 -2.4735 1.3084
H: 5.5768 -2.7143 2.5905

Values from the calculation:
<S²>: 6.203
Calculated total energy, Eh: -2709.2205
Orbital gap (spin up / spin down), eV: 4.68 / 3.03
Charge: +2
Highest occupied orbital energy (spin up / spin down), Ha: -0.4648 / -0.4648
Multiplicity: 5

No. 3
# CHBrClNO2

The molecule CHBrClNO2 (ωB97M-V with the def2-TZVPD basis set, the OMol25 dataset).

Cartesian coordinates (Å):
O: -1.7712 0.1403 -0.6812
N: -0.9822 -0.0523 0.1909
O: -1.1493 -0.4323 1.3108
C: 0.4835 0.1851 -0.0747
Cl: 0.8183 0.4302 -1.9067
Br: 1.4930 -1.2318 0.8277
H: 1.1080 0.9608 0.3332

Values from the calculation:
SMILES: O=[N+]([O-])[C@H](Cl)Br
Calculated total energy, Eh: -3278.0077
Orbital gap, eV: 10.09
Highest occupied orbital energy, Ha: -0.4032

No. 4
# C3H11O

A cluster of 2 separate species, C3H11O in total (ωB97M-V with the def2-TZVPD basis set, the OMol25 dataset).

Cartesian coordinates (Å):
O: -2.3075 -1.5350 -0.4671
H: -2.2646 -2.2130 -1.1931
H: -1.5739 -0.8775 -0.4267
H: -2.7362 -2.0402 0.2358
C: 1.1898 -0.5279 0.6265
C: 1.3762 0.8679 -0.0073
C: -0.0480 1.5243 -0.1367
H: 0.9073 -0.3929 1.6623
H: 2.0760 -1.1574 0.5872
H: 0.3374 -1.0188 0.1416
H: 1.8507 0.9303 -0.9828
H: 2.1081 1.4107 0.5959
H: 0.0833 2.3475 -0.8383
H: -0.7211 0.8343 -0.6721
H: -0.2776 1.8475 0.8748

Values from the calculation:
Calculated total energy, Eh: -195.7887
Orbital gap, eV: 9.61
Charge: +1
Highest occupied orbital energy, Ha: -0.5441

What is the calculated total energy in the third record? -3278.0077 Eh